# C7H4

The molecule C7H4 at a distorted geometry (wB97M-V/def2-TZVPD, the Open Molecules 2025 dataset).

Values from the calculation:
gap between HOMO and LUMO: 0.3033 hartree
SMILES: C#CC1=CC1=C=C

Last column: natural (NBO) charge in e.
Element x y z (Å)
H  0.8655  -2.4946  -3.4754  0.238
C  0.0237  -0.9606  -2.0663  0.010
H  1.1395  0.6431  3.3198  0.225
C  0.2056  0.3011  2.8817  -0.497
C  -0.6548  1.2689  -0.7802  -0.111
C  -0.0895  0.4456  0.2873  -0.083
C  0.3264  -1.8129  -2.8791  -0.181
H  -0.8841  2.2473  -0.8920  0.222
H  -0.7235  -0.0840  3.3044  0.226
C  -0.3336  0.0925  -1.2816  -0.044
C  0.1248  0.3536  1.5813  -0.004

***

# C7H40B3CrO7

A structure of composition C7H40B3CrO7 at a distorted geometry (wB97M-V/def2-TZVPD, the Open Molecules 2025 dataset).

Values from the calculation:
multiplicity: 4
gap between HOMO and LUMO (spin up / spin down): 0.2775 / 0.3344 hartree

Last column: natural (NBO) charge in e.
Element x y z (Å)
Cr  -0.6341  1.8332  0.5552  1.270
H  -0.7569  2.1861  -3.1360  0.219
H  3.1378  -2.7212  -0.1842  0.143
O  -0.6970  1.2755  2.6525  -0.722
H  0.5321  -0.8926  -0.5493  0.061
H  1.5499  -3.3287  -0.4577  0.154
H  1.2628  2.2214  1.8196  0.046
H  -3.6127  1.6356  -0.3379  0.025
H  0.4641  3.6141  1.2357  0.026
H  -2.8447  0.0573  -0.6792  0.038
H  -1.1173  -2.4439  -1.9261  0.479
H  -1.3642  -0.7275  4.9302  0.183
H  -1.1764  2.4845  4.3220  0.182
H  -0.1483  1.1958  4.7518  0.184
H  -2.3488  1.0479  0.7194  0.009
C  0.6610  -1.6584  -4.2620  -0.256
H  -1.7127  -4.5808  -0.2396  0.168
H  0.9153  0.2893  0.7177  0.069
C  -1.5197  -3.5220  -0.4124  -0.243
H  -1.2159  0.5030  2.8882  0.516
H  -1.0725  -1.4904  -5.1551  0.466
H  -1.9813  1.5275  -0.9504  0.039
H  -1.2844  3.7885  -3.2929  0.187
H  -0.6477  -3.2093  0.1621  0.165
H  1.3387  -0.9992  -4.8044  0.165
O  1.7646  -2.2277  1.2246  -0.745
H  1.2376  -1.6449  0.6732  0.502
H  3.1467  0.2741  -0.1870  0.184
H  0.5993  2.4333  3.8732  0.219
O  -1.5213  -3.3013  -1.7736  -0.713
C  -0.5668  3.1833  -2.7391  -0.265
B  0.1902  -0.0164  -0.0206  -0.798
B  1.2616  2.9258  1.0023  -0.714
H  4.6885  0.2001  -1.0556  0.175
O  -2.0811  -0.6917  3.0247  -0.730
H  3.2788  1.8675  -1.8628  0.462
C  -0.3453  1.8932  3.9376  -0.259
O  2.8983  1.0092  -2.0632  -0.729
H  -2.9549  -0.9555  2.7273  0.501
H  0.9187  -1.5594  -3.2076  0.180
B  -2.7025  1.0574  -0.2999  -0.672
C  -2.0460  -1.3221  4.3221  -0.257
H  -0.5238  4.2608  -1.2392  0.497
H  2.4936  -4.0591  0.8351  0.173
H  1.0024  2.4655  0.0614  0.058
H  0.0140  0.7095  -0.7992  0.103
C  2.2658  -3.1170  0.3365  -0.236
H  -3.0203  -1.4003  4.8046  0.182
H  -2.3546  -3.0553  0.1102  0.145
H  -1.6771  -2.3278  4.1210  0.192
H  0.4618  3.3740  -3.0454  0.185
O  -0.6309  3.3091  -1.3044  -0.715
O  -0.6970  -1.2420  -4.3072  -0.721
H  -0.7334  -0.1804  0.5127  0.079
H  3.2549  -0.9086  -1.3719  0.183
H  0.9010  -2.6885  -4.5256  0.168
C  3.6081  0.1004  -1.1591  -0.270
H  2.1419  3.5492  1.0276  0.064

***

# C7H40O14

A cluster of 15 separate species, C7H40O14 in total at a distorted geometry (wB97M-V/def2-TZVPD, the Open Molecules 2025 dataset).

Values from the calculation:
multiplicity: 2
gap between HOMO and LUMO (spin up / spin down): 0.0879 / 0.2395 hartree
total charge: -1

Last column: natural (NBO) charge in e.
Element x y z (Å)
H  -1.7920  2.2468  2.6527  0.480
H  1.4400  2.3679  -4.8927  0.489
H  -1.5422  -0.8355  2.8957  0.498
C  1.1564  0.8207  3.3427  -0.575
H  -2.7644  -2.4582  2.4209  0.505
H  -2.3556  -4.2343  -0.4005  0.473
H  2.9626  -1.7798  1.0046  0.190
H  -3.4991  -0.6089  1.3774  0.505
C  0.6392  1.5191  1.0172  -0.444
H  0.0524  2.6547  -4.5488  0.460
H  1.1234  3.5412  0.2972  0.220
H  2.5050  2.7167  0.8195  0.221
H  -0.8068  -1.7432  -3.6797  0.508
O  -2.3076  -3.3152  -0.1451  -0.962
O  -2.5128  1.7807  3.0758  -1.010
C  1.0591  -0.9749  1.6765  -0.083
H  3.9140  0.6061  1.5457  0.493
H  5.4651  0.5635  1.7223  0.465
H  -4.2884  0.4430  0.6559  0.465
H  -3.3686  0.1648  -0.7884  0.496
H  -2.4015  -1.6529  -2.7812  0.488
H  -3.1030  -3.0965  0.3649  0.506
H  0.2690  -2.6740  0.4924  0.182
H  2.8526  2.0399  -1.0511  0.491
O  -0.3100  -1.0504  -4.1781  -1.004
H  -3.0568  1.3628  2.3569  0.488
H  1.3848  -1.7172  -1.4469  0.497
H  -4.1161  -2.4831  2.9570  0.483
H  0.5276  0.6723  -3.3647  0.506
O  0.8621  3.1480  -4.7575  -0.951
O  4.6410  0.1778  2.0150  -0.958
C  0.1255  -1.7228  0.9773  -0.672
O  -2.2790  -0.9512  3.5259  -1.035
H  2.4023  -2.5478  2.4974  0.183
H  1.3040  3.3830  1.9958  0.196
H  -0.7790  -0.8934  -4.9904  0.473
H  2.9766  -0.9454  2.5926  0.239
H  1.3746  -1.7404  -3.0223  0.484
O  -3.3906  0.2714  0.9636  -0.975
C  2.4202  -1.6062  1.9493  -0.649
H  -4.4607  -0.2215  -1.8743  0.458
H  1.1625  2.3268  -2.0841  0.475
H  2.0963  0.3276  -3.3273  0.514
C  0.8750  0.4153  2.0769  -0.073
H  -0.4406  1.6333  1.0776  0.177
H  0.8188  0.9544  0.0900  0.190
H  1.4885  1.7309  3.8022  0.188
O  -2.0693  -2.5599  -2.7275  -1.010
O  1.7093  3.1395  -2.0561  -0.954
H  3.4130  0.7126  -0.8725  0.464
H  -2.4885  -0.0459  3.8230  0.507
H  0.9848  -0.0332  4.0096  0.180
H  -0.8915  -1.3348  0.8853  0.154
O  -3.6528  -2.7817  2.1667  -1.029
O  1.4150  0.9532  -3.6111  -1.015
C  1.4333  2.8298  1.0605  -0.637
H  -2.1701  -2.8787  -1.8113  0.509
H  2.0073  3.0845  -2.9725  0.490
O  1.9160  -1.5733  -2.2427  -0.994
O  3.7153  1.6282  -0.8248  -0.974
O  -3.6455  0.2437  -1.7328  -0.989

***

# C7H4BF5INO8

A cluster of 2 separate species, C7H4BF5INO8 in total at a distorted geometry (wB97M-V/def2-TZVPD, the Open Molecules 2025 dataset).

Values from the calculation:
gap between HOMO and LUMO: 0.2100 hartree

Last column: natural (NBO) charge in e.
Element x y z (Å)
H  -2.6965  0.2720  2.9388  0.251
C  -1.6921  0.6507  3.1372  -0.446
O  -1.7011  -1.8169  -0.1641  -0.622
I  -2.0182  1.0533  0.2243  0.554
F  1.4906  3.9193  1.7620  -0.269
O  1.4227  -2.6876  -1.3675  -0.625
H  -1.6163  1.0447  4.1556  0.234
C  1.7749  -1.3473  -4.4155  0.669
C  0.3222  3.6509  2.2543  0.914
N  -1.3864  1.7415  2.1511  -0.584
C  1.2780  -2.7420  -4.7119  0.667
F  0.5795  1.7381  0.9786  -0.277
O  1.4034  -3.3325  -5.7434  -0.526
H  -1.0179  -0.2043  3.0407  0.268
F  0.4031  3.9411  3.5473  -0.304
O  0.8243  -2.9207  0.7852  -0.554
F  -0.6222  4.3684  1.7082  -0.292
H  -1.9952  2.5388  2.3440  0.454
B  0.7304  -2.1854  -2.5774  1.145
C  0.5849  -2.6033  -0.3485  0.667
F  0.7387  1.5193  3.0843  -0.261
C  0.0749  2.1076  2.1369  0.735
O  -0.6345  -1.7906  -2.1297  -0.628
O  0.6665  -3.2163  -3.6220  -0.655
O  1.4433  -1.0366  -3.1582  -0.665
C  -0.7225  -2.0322  -0.8427  0.682
O  2.3656  -0.6298  -5.1676  -0.531

***

# C7H4F3INO3STi

A structure of composition C7H4F3INO3STi (wB97M-V/def2-TZVPD, the Open Molecules 2025 dataset).

Values from the calculation:
multiplicity: 2
gap between HOMO and LUMO (spin up / spin down): 0.3051 / 0.3193 hartree

Last column: natural (NBO) charge in e.
Element x y z (Å)
N  0.4536  -2.3814  -1.0414  0.019
F  -0.2030  -1.2468  4.9506  -0.301
C  0.0090  -0.0151  4.4921  0.901
O  -0.6647  -0.9097  2.3379  -0.658
F  -0.9009  0.8026  5.0359  -0.306
H  3.1356  -4.3832  -2.8350  0.232
O  0.3421  1.0448  2.3585  -0.629
C  2.7010  -2.6624  -1.6604  -0.224
C  -0.1098  0.0436  2.9555  0.682
Ti  -0.2002  -0.0061  0.5317  1.198
H  3.7179  -2.3001  -1.6307  0.244
S  2.0302  -0.4657  -0.1200  -0.127
I  -1.5634  1.7597  -0.7734  -0.330
C  1.7200  -1.9167  -0.9924  0.052
C  1.0431  -4.2545  -2.3396  -0.253
C  2.3693  -3.8156  -2.3250  -0.151
F  1.2206  0.3821  4.8815  -0.302
H  -0.9527  -3.7415  -1.6176  0.246
O  -0.5127  -1.7160  -0.4063  -0.573
C  0.0999  -3.5152  -1.6847  0.042
H  0.7433  -5.1574  -2.8493  0.240

***

# C7H4FN3O

A cluster of 2 separate species, C7H4FN3O in total at a distorted geometry (wB97M-V/def2-TZVPD, the Open Molecules 2025 dataset).

Values from the calculation:
gap between HOMO and LUMO (spin up / spin down): 0.1884 / 0.1884 hartree

Last column: natural (NBO) charge in e.
Element x y z (Å)
N  0.1184  -1.4553  -3.5766  -0.078
H  -0.3852  -0.5547  1.7050  0.210
C  0.4309  -0.1099  -1.9337  0.008
H  1.5085  1.8089  -1.4083  0.214
H  -1.0582  -2.3438  0.1736  0.227
F  0.6612  2.7536  -3.9158  -0.259
H  0.9905  1.4464  0.9997  0.221
C  -0.0985  -0.4633  0.7158  -0.208
C  -0.0931  1.8102  -4.4865  1.037
C  0.8851  0.8710  -1.0015  -0.181
N  -0.4875  -2.0207  -2.5713  -0.201
C  0.5934  0.7355  0.3248  -0.220
N  0.7298  -0.3263  -3.1711  -0.232
O  -0.9529  1.8032  -5.2499  -0.398
C  -0.4993  -1.4305  -0.1836  -0.179
C  -0.2776  -1.2749  -1.5204  0.039

***

# C7H4N2

The molecule C7H4N2 at a distorted geometry (wB97M-V/def2-TZVPD, the Open Molecules 2025 dataset).

Values from the calculation:
gap between HOMO and LUMO (spin up / spin down): 0.2991 / 0.2992 hartree
SMILES: C#CC#Cn1cccn1

Last column: natural (NBO) charge in e.
Element x y z (Å)
H  -2.8284  2.2375  -4.4452  0.235
H  2.6004  -1.0002  2.5641  0.237
H  0.2864  -2.4298  2.8118  0.218
C  1.4597  -0.0277  0.9626  -0.010
C  -2.3284  1.8694  -3.6016  -0.190
N  -0.3871  -1.2703  1.2411  -0.226
N  0.1847  -0.2799  0.5311  -0.266
C  0.5153  -1.6455  2.1173  -0.022
C  -1.7186  1.4415  -2.6430  -0.026
C  -1.1348  0.9567  -1.5576  -0.131
C  1.7030  -0.8972  1.9890  -0.321
H  2.0610  0.7352  0.5072  0.235
C  -0.4132  0.3104  -0.4769  0.268

***

# C7H5BrIN

A structure of composition C7H5BrIN at a distorted geometry (wB97M-V/def2-TZVPD, the Open Molecules 2025 dataset).

Values from the calculation:
gap between HOMO and LUMO: 0.2730 hartree

Last column: natural (NBO) charge in e.
Element x y z (Å)
H  1.4668  0.8157  -0.8797  0.260
H  0.6093  -2.3911  1.2478  0.230
C  0.3015  -1.5238  0.6761  -0.321
C  -0.6914  0.6398  -1.2074  -0.194
H  -1.3158  1.3744  -1.7008  0.226
H  -0.5280  -2.7127  -0.8159  0.222
I  2.4660  0.1050  2.1226  0.240
C  0.4446  2.3835  0.1103  0.235
C  -1.0227  -0.6547  -1.2287  -0.204
C  0.5393  -0.2171  1.3035  -0.288
H  -1.8947  -0.9713  -1.7836  0.223
C  -0.3643  -1.7017  -0.4700  -0.186
C  0.4960  1.1377  -0.5210  -0.279
Br  -0.8840  0.3444  2.4540  0.125
N  0.3775  3.3720  0.6926  -0.288